Here is C26H70N4O14Zn as an isolated structure from OMol25. Energies are from ωB97M-V with the def2-TZVPD basis set.

E_LUMO = -5.68 eV
Calculated total energy = -111127.700 eV
Kohn-Sham gap = 2.5 eV

The geometry in XYZ format:
```
115
Properties=species:S:1:pos:R:3:mulliken_charge:R:1
Zn -1.54812 0.07758 4.21590 0.6596
O 1.56776 -3.50271 8.02004 -0.4105
C 0.83986 -2.72019 7.28201 0.8113
O 0.71551 -1.52199 7.54947 -0.5279
O 0.23643 -3.00949 6.23829 -0.4964
H 1.90428 -2.81611 8.60052 0.3235
O -0.15065 -0.50913 -1.61372 -0.4070
C -0.51206 -0.39327 -0.34788 0.7792
O -1.68365 -0.61605 0.00127 -0.5500
O 0.23623 -0.01518 0.55383 -0.5172
H -0.95924 -0.86717 -1.98735 0.3177
C 1.17164 -5.73537 -9.15644 -1.1358
C 2.57291 -5.42002 -8.47444 0.5343
C 2.54272 -4.50854 -7.24781 -1.4088
O 3.15141 -6.68418 -8.06593 -0.5472
H 1.22837 -6.18224 -10.14900 0.3033
H 0.57130 -4.82562 -9.16137 0.3237
H 0.62322 -6.39747 -8.48639 0.2779
H 3.22513 -4.97993 -9.22879 0.2139
H 3.53435 -4.46432 -6.79746 0.3725
H 1.89449 -4.91089 -6.46935 0.3775
H 2.07456 -3.56759 -7.53686 0.3673
H 3.12564 -6.71767 -7.10687 0.3216
C -2.94431 6.24031 -1.12855 -1.2624
C -4.47570 6.23357 -1.41269 0.4863
C -4.78971 5.69136 -2.77599 -1.2069
O -5.09662 5.37577 -0.44293 -0.5467
H -2.69404 6.47033 -0.09292 0.3224
H -2.47393 6.96135 -1.79708 0.3628
H -2.49937 5.26009 -1.29972 0.3086
H -4.87446 7.23688 -1.26283 0.2276
H -4.28549 6.19043 -3.60351 0.3392
H -5.86447 5.64600 -2.95188 0.3397
H -4.41374 4.66832 -2.76374 0.3225
H -6.05072 5.42635 -0.53640 0.3065
C 3.93853 5.56322 5.20104 -1.2647
C 3.56931 7.01565 4.90357 0.5436
C 3.87905 7.43613 3.43529 -0.8473
O 3.55289 8.81003 3.15078 -0.3060
C 3.70072 9.17873 1.79737 -0.7395
N 2.10113 7.12127 5.19369 -0.8006
H 5.00759 5.55908 5.41358 0.3425
H 3.75808 4.87444 4.37574 0.3227
H 3.40577 5.19455 6.07761 0.3428
H 4.08697 7.74706 5.52420 0.3001
H 3.38025 6.78514 2.71729 0.3870
H 4.94763 7.32434 3.25165 0.3659
H 3.31831 10.19063 1.66345 0.2605
H 3.18899 8.54597 1.07223 0.3010
H 4.74648 9.23449 1.49508 0.3032
H 1.91842 8.09771 5.01127 0.2498
H 1.86331 7.04413 6.17225 0.2398
C -5.26662 -6.13362 -4.35737 -1.5301
C -4.46348 -4.87547 -4.13906 0.6741
C -4.67433 -3.79338 -5.27624 -0.8548
O -3.81285 -2.66517 -5.23618 -0.2612
C -3.95797 -1.74994 -6.35380 -0.7179
N -4.81527 -4.50199 -2.77585 -0.7381
H -5.37529 -6.50749 -5.37546 0.3842
H -6.27675 -6.03251 -3.96049 0.4094
H -4.79273 -6.94787 -3.80917 0.3701
H -3.39402 -5.08491 -4.16124 0.2479
H -5.72172 -3.50999 -5.17253 0.3511
H -4.66329 -4.29774 -6.24247 0.3582
H -4.97585 -1.36918 -6.43766 0.2859
H -3.61965 -2.30125 -7.23112 0.3027
H -3.21634 -0.95625 -6.26357 0.2524
H -4.58725 -5.24864 -2.13503 0.2401
H -4.26981 -3.69411 -2.51149 0.2267
C 7.48487 -3.39492 -0.37602 -1.2225
C 6.17233 -3.10121 0.40269 0.3157
C 6.22416 -3.90619 1.69887 -0.7102
O 6.34315 -5.33330 1.36575 -0.3055
C 6.44250 -6.23597 2.45193 -0.7613
N 6.23017 -1.64677 0.67793 -0.7227
H 7.71032 -2.78368 -1.24990 0.3790
H 7.44641 -4.41821 -0.74952 0.2990
H 8.26683 -3.26449 0.37206 0.3187
H 5.26044 -3.39301 -0.11831 0.2987
H 5.26552 -3.69944 2.17465 0.3715
H 6.99057 -3.55814 2.39138 0.3683
H 5.77662 -6.01649 3.28652 0.3024
H 7.46759 -6.26636 2.82121 0.2969
H 6.24373 -7.25966 2.13468 0.2512
H 5.43192 -1.46569 1.26963 0.2544
H 6.01094 -1.22223 -0.21191 0.2670
C -5.33672 4.55618 6.13569 -1.3824
C -4.83370 3.07428 6.04503 0.2947
C -5.84830 1.98631 5.75318 -0.8395
O -5.12882 0.74221 5.42986 -0.2349
C -6.11771 -0.27539 5.26898 -0.7665
N -3.83743 3.06100 5.01333 -0.5670
H -6.24824 4.67790 6.72086 0.3481
H -5.57164 4.98866 5.16313 0.3704
H -4.62905 5.25521 6.58139 0.4059
H -4.30534 2.82848 6.96618 0.2446
H -6.44311 2.19372 4.86364 0.3774
H -6.56823 1.93495 6.56998 0.3982
H -6.73647 -0.43778 6.15152 0.2886
H -5.65483 -1.22163 4.98882 0.2599
H -6.74613 0.02354 4.43005 0.3215
H -4.27800 3.53775 4.23957 0.2120
H -3.21094 3.81454 5.25784 0.2842
C 0.13536 -7.22874 0.76238 -0.4861
O -0.76263 -7.23690 1.85858 -0.4949
H 1.03589 -7.77637 1.04031 0.2382
H -0.32019 -7.70394 -0.10638 0.2086
H 0.49105 -6.22035 0.55087 0.2255
H -0.46557 -6.50351 2.40217 0.3091
C 3.81230 3.96885 -4.43838 -0.4520
O 3.83678 2.55558 -4.31947 -0.5077
H 2.95485 4.39048 -3.91389 0.2410
H 4.66683 4.34885 -3.87847 0.2065
H 3.94187 4.29033 -5.47180 0.2008
H 3.02027 2.17531 -3.98739 0.3115
```

---

Here is a 10-piece molecular cluster, C26H70N8O10 overall from OMol25. Energies are from ωB97M-V with the def2-TZVPD basis set.

ΔE to the lowest compared entry with this formula, charge and spin = 0.00 kJ/mol
E_LUMO = 0.27 eV
SMILES string = CC1(C)CCCC(C)(C)N1O.CC1(C)CCCC(C)(C)N1O.NC(N)=O.NC(N)=O.NC(N)=O.CO.CO.CO.CO.CO
Calculated total energy = -60491.636 eV
Kohn-Sham gap = 8.4 eV

The geometry in XYZ format:
```
114
Properties=species:S:1:pos:R:3:mulliken_charge:R:1
C 4.97243 -0.09667 1.63942 -1.6669
C 3.79241 0.18728 2.60073 1.5647
C 3.03100 -1.09370 2.78644 -1.5320
C 4.48628 0.61482 3.90279 -1.1600
C 4.91491 2.06866 4.00961 -0.5273
C 3.79649 2.97477 3.56600 -1.2740
C 3.30505 2.70880 2.13480 1.5900
C 2.01708 3.54318 1.96961 -2.0303
C 4.32955 3.14742 1.04466 -1.6581
N 2.84152 1.19945 2.19431 0.1475
O 2.38101 0.82472 0.90675 0.5313
H 4.51879 -0.37045 0.67322 0.1023
H 5.54234 0.74766 1.32809 0.3655
H 5.61317 -0.82999 2.10576 0.5232
H 2.10203 -0.86181 3.38758 0.1944
H 2.73333 -1.47044 1.76526 0.1282
H 3.66237 -1.83080 3.30733 0.5256
H 3.73486 0.45381 4.72355 0.3070
H 5.34797 -0.08485 4.10275 0.3376
H 5.12138 2.24690 5.04256 0.4621
H 5.80794 2.27711 3.35757 0.2628
H 4.10776 4.01233 3.59321 0.3685
H 2.89595 2.84890 4.20163 0.3833
H 1.63098 3.60626 0.97794 0.3267
H 2.30435 4.59153 2.15764 0.5934
H 1.28819 3.25997 2.73040 0.2642
H 5.39176 3.02862 1.40464 0.2769
H 4.05450 4.14482 0.83476 0.5703
H 4.19961 2.56298 0.15800 0.2457
H 1.50336 0.45671 1.13129 0.0468
C -4.05686 1.44012 1.55890 -1.5751
C -3.25713 2.02581 0.42920 2.4163
C -2.09387 2.76449 0.99306 -1.4271
C -2.98199 0.80861 -0.49332 -0.7158
C -2.42934 1.22383 -1.88758 1.6788
C -3.53973 1.92974 -2.59953 -1.6188
C -3.90672 3.16999 -1.80205 1.7476
C -2.80710 4.26271 -2.00212 -2.0378
C -5.17448 3.83390 -2.37179 -1.8768
N -4.14653 2.96704 -0.34551 0.0656
O -4.45624 4.15656 0.34442 -0.4810
H -4.40047 2.20567 2.30351 0.3952
H -4.94653 0.84012 1.18944 0.4186
H -3.44572 0.70939 2.16745 0.0001
H -1.43469 3.48045 0.36501 0.0303
H -2.41045 3.35390 1.80649 0.7474
H -1.36312 1.98321 1.34047 -0.2976
H -2.26028 0.16416 -0.00066 -0.4404
H -3.92016 0.19588 -0.56468 0.5220
H -1.52596 1.81909 -1.80738 -0.1775
H -2.06696 0.33954 -2.42842 -1.2926
H -4.35706 1.26722 -2.54608 0.4166
H -3.28860 2.08881 -3.62598 0.5272
H -1.84022 4.03752 -1.57956 0.2525
H -3.11745 5.20873 -1.64279 0.5791
H -2.67680 4.25686 -3.06509 0.4939
H -5.25078 4.85476 -1.99479 0.4083
H -6.20579 3.47328 -2.15693 0.3521
H -5.03856 4.01741 -3.42977 0.4126
H -3.63247 4.70657 0.40603 0.3608
N 0.70394 -1.50730 -0.56150 0.6472
C -0.19223 -2.40082 -1.09576 0.0455
N 0.23039 -3.08074 -2.15061 0.0078
O -1.33445 -2.50564 -0.64035 -0.6370
H 1.46715 -1.17703 -1.18624 -0.0373
H 0.31021 -1.01501 0.20767 -0.2547
H 1.16001 -3.22838 -2.52310 0.0753
H -0.42096 -3.73228 -2.53826 0.3491
N -1.12448 -2.03455 2.24434 -0.1418
C -0.68643 -0.77988 2.45296 -0.2426
N -0.72245 -0.31825 3.71444 -0.2832
O -0.09091 -0.09996 1.56470 -0.2284
H -1.70158 -2.49869 2.94049 0.2025
H -1.14441 -2.36610 1.24487 -0.1083
H -0.95845 -1.02670 4.41570 0.1896
H -0.37964 0.60666 3.94653 0.2517
N 1.03638 1.74311 -3.95339 -0.3764
C 1.56235 1.09273 -2.85948 0.3328
N 1.50402 1.86819 -1.75171 -0.2043
O 1.84072 -0.09603 -2.87895 -0.5940
H 0.78344 2.76812 -4.01510 0.2002
H 0.82162 1.14890 -4.73765 0.2673
H 1.11005 2.78800 -1.77947 0.1834
H 1.94606 1.63240 -0.87794 0.0434
C 2.51310 -5.98677 -1.38836 -0.0448
O 2.77611 -6.62501 -2.56872 -0.5031
H 1.83030 -6.67001 -0.75807 0.2519
H 3.41552 -5.80730 -0.83739 0.2536
H 1.94975 -5.00328 -1.50879 -0.2158
H 2.17786 -6.34899 -3.25076 0.3132
C -3.25173 -5.72006 -0.10821 -0.6988
O -3.28184 -4.50465 0.53033 -0.4590
H -2.62701 -5.70550 -0.97707 0.2321
H -2.93641 -6.50799 0.56561 0.2737
H -4.30460 -5.94242 -0.55421 0.2437
H -2.74086 -3.78776 0.15081 0.4123
C 3.91126 -2.60830 -3.28959 -0.7884
O 2.56876 -2.58063 -3.72845 -0.6396
H 4.46842 -1.74806 -3.53455 0.3582
H 4.01908 -2.88865 -2.22280 0.2276
H 4.40951 -3.36082 -3.83167 0.3555
H 2.17922 -1.73640 -3.44976 0.6539
C -1.53902 -1.63626 -4.43215 -0.4728
O -0.45646 -0.76198 -4.83123 -0.6136
H -2.20647 -1.19628 -3.70574 0.1711
H -2.16645 -1.80940 -5.32858 0.3500
H -1.18223 -2.61486 -4.14001 0.1183
H 0.07367 -0.60266 -3.98868 0.3865
C -4.28001 -2.34854 3.00999 -0.6210
O -3.39371 -3.48482 3.27912 -0.6411
H -5.31803 -2.55376 3.36348 0.3810
H -3.91869 -1.46067 3.50704 0.2730
H -4.29141 -2.09056 1.95165 0.2314
H -3.51426 -4.14172 2.59629 0.3691
```